Entry 1:
{"formula": "FKLi", "method": "ωB97M-V with the def2-TZVPD basis set", "homo_lumo_gap_ev": 5.91, "largest_force_ev_per_a": 1.8, "e_homo_ev": -11.32, "e_above_lowest_kj_mol": 375.3, "multiplicity": 1, "e_tot_ev": -19239.9260, "charge": 1, "elements": ["Li", "K", "F"], "xyz": [[-1.3122, -1.4754, 1.0161], [2.6286, 0.0737, -0.4956], [-1.3164, 1.4017, -0.5205]], "lowdin_charge": [0.8907, 0.9412, -0.8319]}


Entry 2:
{"formula": "FN5", "method": "ωB97M-V with the def2-TZVPD basis set", "homo_lumo_gap_ev": 9.36, "largest_force_ev_per_a": 7.1, "e_homo_ev": -12.23, "smiles": "Fn1nnnn1", "e_above_lowest_kj_mol": 218.2, "multiplicity": 1, "e_tot_ev": -10160.3866, "elements": ["N", "N", "N", "N", "N", "F"], "xyz": [[0.4000, 0.8050, 0.1979], [-0.8235, 1.0588, 0.1647], [0.5231, -0.4545, 0.1096], [-1.3973, -0.1171, 0.0408], [-0.6175, -1.0662, 0.0069], [1.9152, -0.2260, -0.5200]], "lowdin_charge": [-0.0066, 0.0248, -0.0527, -0.0288, 0.0626, 0.0007]}


Entry 3:
{"formula": "FNO3S", "method": "ωB97M-V with the def2-TZVPD basis set", "homo_lumo_gap_ev": 9.81, "largest_force_ev_per_a": 5.3, "e_homo_ev": -10.72, "e_above_lowest_kj_mol": 112.2, "multiplicity": 1, "e_tot_ev": -21180.6155, "elements": ["N", "O", "O", "O", "F", "S"], "xyz": [[0.8164, -0.9667, -1.1214], [0.8573, -0.1447, -0.0113], [-0.1580, -1.1105, -1.7723], [-0.7885, -0.0299, 1.9557], [-0.8820, 2.0369, 0.3884], [0.1098, 0.9392, 1.2216]], "lowdin_charge": [-0.0645, -0.3769, 0.0824, -0.4200, -0.3463, 1.1253]}